Record 1
DFT (ωB97M-V with the def2-TZVPD basis set) results for C5H9NO2 as an isolated structure in a non-equilibrium geometry.

```
! RIJCOSX wB97M-V def2-TZVPD def2/J DEFGRID3
* xyz 0 1
C -0.90 -0.54 -0.14
C 0.39 -1.49 -0.44
C 1.87 0.00 0.85
C 1.17 0.82 -0.29
C -0.32 0.85 0.32
H -2.65 -1.35 -0.10
H -1.20 -0.19 -1.14
H 0.53 -1.97 -1.62
H 0.66 -2.41 0.33
H 2.92 0.05 1.07
H 0.78 -0.03 1.65
H 1.50 1.57 -0.86
H 0.01 1.00 1.39
H -0.07 2.87 -0.50
N 1.50 -0.57 -0.52
O -2.06 -1.02 0.48
O -1.22 1.85 -0.28
*
```

Energy above the lowest of the compared OMol25 structures with the same formula, charge and spin, eV: 9.260
DFT total energy, eV: -10907.316
HOMO-LUMO gap, eV: 8.21

How positive or negative is each atom? The natural (NBO) charges in e answer that: atom 1 (C): 0.044, atom 2 (C): -0.253, atom 3 (C): -0.267, atom 4 (C): -0.108, atom 5 (C): 0.048, atom 6 (H): 0.474, atom 7 (H): 0.189, atom 8 (H): 0.214, atom 9 (H): 0.219, atom 10 (H): 0.225, atom 11 (H): 0.190, atom 12 (H): 0.194, atom 13 (H): 0.179, atom 14 (H): 0.393, atom 15 (N): -0.418, atom 16 (O): -0.699, atom 17 (O): -0.625

Record 2
DFT (ωB97M-V with the def2-TZVPD basis set) results for C5H9NO2 as an isolated structure in a non-equilibrium geometry.

```
! RIJCOSX wB97M-V def2-TZVPD def2/J DEFGRID3
* xyz 0 1
C -0.37 1.01 1.51
C -0.91 0.85 -0.06
C 0.18 1.71 -0.94
C -0.99 -0.53 -0.37
C 1.52 -1.08 0.14
H 0.72 1.03 1.70
H -0.89 -0.07 2.02
H -0.79 1.84 2.19
H -2.04 1.08 -0.18
H 1.07 1.13 -0.62
H -0.37 2.06 -1.99
H 0.02 2.69 -0.40
H 0.04 -2.08 -0.13
H 2.05 -2.09 0.84
N 0.19 -1.20 0.18
O -1.97 -1.19 -0.44
O 2.24 0.08 -0.36
*
```

Energy above the lowest of the compared OMol25 structures with the same formula, charge and spin, eV: 6.191
DFT total energy, eV: -10910.385
HOMO-LUMO gap, eV: 9.62

How positive or negative is each atom? The natural (NBO) charges in e answer that: atom 1 (C): -0.613, atom 2 (C): -0.335, atom 3 (C): -0.664, atom 4 (C): 0.697, atom 5 (C): 0.525, atom 6 (H): 0.228, atom 7 (H): 0.201, atom 8 (H): 0.238, atom 9 (H): 0.239, atom 10 (H): 0.294, atom 11 (H): 0.223, atom 12 (H): 0.206, atom 13 (H): 0.405, atom 14 (H): 0.192, atom 15 (N): -0.686, atom 16 (O): -0.507, atom 17 (O): -0.642

Record 3
DFT (ωB97M-V with the def2-TZVPD basis set) results for C5H9NO2 in the gas phase in a non-equilibrium geometry.

```
! RIJCOSX wB97M-V def2-TZVPD def2/J DEFGRID3
* xyz 0 1
C -0.53 0.42 -1.94
C -1.12 -0.44 -0.79
C -0.53 -0.54 0.62
C 0.95 -0.95 0.66
C 0.00 0.83 1.24
H 0.91 0.87 -0.83
H -2.16 -0.08 -0.72
H -1.21 -1.47 -1.23
H -1.33 -1.07 1.20
H 1.31 -1.39 -0.28
H 1.15 -1.58 1.52
H 2.17 0.74 1.31
H -0.46 1.79 0.90
H -0.06 0.78 2.37
N 1.35 0.50 0.75
O 0.66 1.00 -1.77
O -1.10 0.60 -3.00
*
```

Energy above the lowest of the compared OMol25 structures with the same formula, charge and spin, eV: 1.323
DFT total energy, eV: -10915.252
HOMO-LUMO gap, eV: 10.27

How positive or negative is each atom? The natural (NBO) charges in e answer that: atom 1 (C): 0.779, atom 2 (C): -0.539, atom 3 (C): -0.233, atom 4 (C): -0.229, atom 5 (C): -0.226, atom 6 (H): 0.491, atom 7 (H): 0.244, atom 8 (H): 0.244, atom 9 (H): 0.229, atom 10 (H): 0.201, atom 11 (H): 0.197, atom 12 (H): 0.388, atom 13 (H): 0.203, atom 14 (H): 0.187, atom 15 (N): -0.650, atom 16 (O): -0.690, atom 17 (O): -0.594